The following is a quantum chemistry calculation of 27 unconnected molecules or ions with the total composition C35H23BCl104N2O2 in a non-equilibrium geometry, from the Open Molecules 2025 dataset.

```
167
C35H23BCl104N2O2, DFT wB97M-V/def2-TZVPD
C -0.1484 -3.1159 2.3012
C -0.0912 -1.6238 1.8233
C -0.4509 -1.6049 0.3098
C 0.6775 -2.4068 -0.4289
C -0.5157 -0.1785 -0.3396
C -1.7086 -0.1796 -1.3755
N -1.5493 -1.2066 -2.4253
O -0.8052 0.8668 0.5658
C 0.3685 1.4700 1.0983
B 1.0608 2.5551 0.1446
O 1.7241 3.6332 0.7812
N 1.1104 2.4923 -1.3276
C 1.3703 3.8506 -1.8568
C 2.3076 1.6320 -1.6015
H -0.3282 -3.2399 3.3745
H -0.9087 -3.6043 1.6661
H 0.8288 -3.5631 2.0521
H 0.9620 -1.2973 1.8958
H -0.6780 -0.9340 2.4478
H -1.4294 -2.1053 0.1836
H 1.6494 -2.1852 0.0491
H 0.7619 -2.1312 -1.4900
H 0.4795 -3.4899 -0.3927
H 0.4061 -0.0332 -0.9306
H -1.8520 0.8028 -1.8410
H -2.5873 -0.5034 -0.7898
H -0.6365 -1.1426 -2.8525
H -1.7284 -2.1239 -2.0506
H 1.1254 0.7255 1.4281
H 0.0509 1.9826 2.0298
H 1.5256 3.6135 1.7178
H 1.1673 3.8928 -2.9486
H 0.7290 4.6184 -1.3998
H 2.4163 4.1719 -1.6949
H 2.0078 0.7907 -2.2605
H 2.6045 1.1468 -0.6582
H 3.1292 2.1975 -2.0524
C -1.3874 4.8643 -5.2488
Cl -1.2948 3.3903 -4.2752
Cl -0.4227 4.6519 -6.7180
Cl -3.0706 5.1874 -5.6904
Cl -0.7510 6.2298 -4.3127
C 5.9955 1.2844 -0.0734
Cl 6.6550 1.6560 -1.6741
Cl 4.6638 2.3949 0.2673
Cl 5.3996 -0.3824 -0.0241
Cl 7.2712 1.4874 1.1413
C 2.2728 7.3716 -8.4005
Cl 1.5112 7.2790 -6.8064
Cl 3.6153 8.5261 -8.3534
Cl 2.8848 5.7709 -8.8509
Cl 1.0774 7.9029 -9.5943
C 1.8285 -0.3500 5.6173
Cl 2.5300 0.1128 4.0579
Cl 0.3786 0.6219 5.9264
Cl 1.3590 -2.0565 5.5874
Cl 3.0185 -0.0768 6.8996
C -1.3194 -2.9969 -5.7134
Cl -0.1603 -3.6844 -4.5626
Cl -2.9645 -3.3675 -5.1717
Cl -1.0992 -1.2426 -5.7893
Cl -1.0427 -3.6977 -7.3157
C 8.2708 3.1090 5.2927
Cl 8.8437 1.8417 6.3902
Cl 9.5789 4.2596 4.9783
Cl 7.7541 2.3977 3.7495
Cl 6.9006 3.9496 6.0358
C 5.5419 -1.5392 -4.0414
Cl 6.0584 -2.8953 -3.0258
Cl 6.8656 -0.3730 -4.1953
Cl 5.0917 -2.1310 -5.6453
Cl 4.1350 -0.7481 -3.3130
C 8.5816 5.5644 -2.3884
Cl 7.0718 6.0532 -3.1745
Cl 9.6564 4.8230 -3.5850
Cl 9.3709 6.9873 -1.6870
Cl 8.2264 4.3924 -1.1111
C -5.2060 -4.3705 -8.8894
Cl -6.7597 -3.9052 -9.6064
Cl -4.1673 -5.0766 -10.1383
Cl -4.4220 -2.9385 -8.2087
Cl -5.4787 -5.5600 -7.6076
C -7.7893 -4.4480 -4.5465
Cl -8.3858 -4.4211 -6.2143
Cl -7.9626 -6.0818 -3.8849
Cl -6.0810 -3.9811 -4.5172
Cl -8.7271 -3.3108 -3.5658
C -9.2437 -0.6418 -11.6475
Cl -8.0441 0.3724 -12.4635
Cl -10.4725 -1.1584 -12.8143
Cl -8.4399 -2.0649 -10.9615
Cl -10.0139 0.2831 -10.3488
C 3.0700 0.7169 -7.5802
Cl 4.0970 1.5564 -6.4057
Cl 2.2357 1.9089 -8.5901
Cl 4.0774 -0.3353 -8.5967
Cl 1.8790 -0.2660 -6.7163
C 11.8232 -0.0564 4.3939
Cl 10.2935 0.3959 3.6280
Cl 12.8725 -0.8473 3.2063
Cl 12.6224 1.3982 5.0129
Cl 11.5036 -1.1689 5.7346
C -3.4713 -4.4842 3.7411
Cl -3.3166 -4.3444 1.9832
Cl -2.3232 -5.6924 4.3408
Cl -3.1399 -2.9214 4.5051
Cl -5.1199 -4.9779 4.1557
C -1.8043 -6.1857 -1.3006
Cl -1.8324 -6.7524 -2.9750
Cl -0.2025 -6.4787 -0.6008
Cl -2.1473 -4.4469 -1.2643
Cl -3.0261 -7.0497 -0.3548
C -3.1542 2.3420 4.8003
Cl -2.5006 2.7891 3.2181
Cl -4.6460 3.2665 5.0973
Cl -3.5343 0.6125 4.8095
Cl -1.9448 2.6724 6.0515
C 2.2446 1.6822 -12.6143
Cl 3.3708 0.9205 -11.4819
Cl 0.5823 1.3626 -12.0932
Cl 2.5283 3.4307 -12.6402
Cl 2.4925 1.0191 -14.2380
C 3.2747 -9.3221 -1.3246
Cl 3.9606 -8.9270 -2.9086
Cl 1.9152 -8.2350 -0.9840
Cl 2.7010 -10.9972 -1.3307
Cl 4.5179 -9.1277 -0.0773
C -1.6099 -3.5784 8.2399
Cl -3.2608 -4.0387 7.7854
Cl -1.5550 -3.2379 9.9767
Cl -0.5027 -4.9087 7.8625
Cl -1.1169 -2.1344 7.3379
C -3.7566 5.8629 8.8665
Cl -3.0559 4.7120 10.0140
Cl -2.6588 7.2404 8.6724
Cl -3.9950 5.0666 7.3017
Cl -5.3156 6.4343 9.4867
C -5.9021 -8.6551 5.4153
Cl -5.8099 -10.1859 6.3008
Cl -4.9350 -8.7695 3.9354
Cl -7.5887 -8.3154 4.9944
Cl -5.2770 -7.3463 6.4282
C -5.7157 7.4695 -7.7689
Cl -6.2616 7.3191 -9.4463
Cl -5.9157 5.9116 -6.9447
Cl -4.0113 7.9459 -7.7449
Cl -6.6835 8.6997 -6.9415
C 12.0325 7.1141 3.0757
Cl 12.2071 5.5839 3.9511
Cl 13.5795 7.5480 2.3320
Cl 10.8007 6.9309 1.8167
Cl 11.5407 8.3859 4.2049
C -8.2110 -4.6794 7.6511
Cl -8.6932 -4.7211 5.9468
Cl -8.3426 -6.3037 8.3424
Cl -6.5299 -4.1264 7.7636
Cl -9.2701 -3.5722 8.5299
C -7.4703 -3.1813 12.3619
Cl -7.2908 -4.7101 13.2372
Cl -6.5730 -3.2711 10.8340
Cl -9.1874 -2.8840 12.0496
Cl -6.8215 -1.8600 13.3474
C -1.4990 6.3527 13.4493
Cl -3.0057 6.4940 12.5328
Cl -0.2182 5.7494 12.3843
Cl -1.0381 7.9406 14.0845
Cl -1.7292 5.2228 14.7934
```

- Lowest unoccupied orbital energy: -0.1313 eV
- Kohn-Sham gap: 8.69 eV
- HOMO: -8.82 eV
- 2S+1: 1

Here are the Löwdin charges for atoms 1 to 8, given in e: -0.1227 -0.2082 -0.2958 -0.0654 -0.3068 -0.1708 0.0043 -0.1217

The following is a quantum chemistry calculation of a molecular structure, C35H23Cl3N7O3STi in a non-equilibrium geometry, from the Open Molecules 2025 dataset.

```
73
C35H23Cl3N7O3STi, DFT wB97M-V/def2-TZVPD
Ti 0.2896 0.6394 0.5114
O 4.1657 -4.2905 2.6230
C 2.9127 -4.4194 2.5643
O 2.1927 -5.3768 2.7483
C 2.0940 -3.1397 2.3799
C 0.9215 -3.1980 1.6175
C 0.2237 -2.0238 1.4765
N 0.7375 -0.8880 1.9128
C 1.8389 -0.7430 2.6440
C 2.5238 -1.9248 3.0184
C 2.1014 0.6282 2.9388
C 3.3118 0.9685 3.5694
C 3.4852 2.2622 3.9621
C 2.4413 3.1939 3.6228
C 1.3765 2.7886 2.8368
N 1.3127 1.5542 2.4093
C -1.0655 -1.8181 0.7228
C -1.8888 -2.7879 0.2626
C -3.0373 -2.5286 -0.6496
C -3.8558 -0.4740 0.4425
C -2.6769 0.1467 0.6140
N -1.3973 -0.4380 0.6297
H 0.6388 -4.0789 1.1364
H 3.5009 -2.0466 3.4907
H 4.0184 0.1952 3.8308
H 4.3436 2.4796 4.5984
H 2.5291 4.2361 4.0494
H 0.7455 3.5052 2.4090
H -1.7470 -3.8184 0.5505
H -3.2932 -3.5773 -0.9753
H -4.7436 0.1825 0.5117
H -2.7673 1.2248 0.8522
O 2.3052 0.6525 0.2544
N 2.9439 -0.4985 -0.0840
C 4.1460 -0.7784 0.4050
C 4.7654 -1.9738 0.1064
C 4.1262 -2.8754 -0.8055
C 2.9258 -2.4678 -1.3667
C 2.2749 -1.2805 -0.9982
S 0.7068 -0.7424 -1.4502
H 4.5600 0.0166 1.0754
H 5.6089 -2.2959 0.6567
H 4.4301 -3.8547 -1.0264
H 2.4408 -3.1257 -2.0862
C -5.4211 -1.8829 -0.9008
C -4.2284 -1.9202 0.0399
C -2.7048 -1.8993 -2.0011
C -2.7107 -0.5170 -2.3220
C -3.9222 -1.2191 -2.7820
C -5.2966 -1.3881 -2.1149
N -1.8879 0.4342 -2.3240
N -2.4515 1.6109 -2.8330
C -1.4631 2.5155 -2.9790
C -1.6406 3.4742 -4.0294
C -0.6630 4.4576 -4.1947
C 0.5753 4.4058 -3.5397
C 0.7900 3.4300 -2.5693
C -0.2399 2.5528 -2.2317
H -6.3625 -2.3441 -0.5251
H -4.4460 -2.4079 0.9760
H -2.1261 -2.5579 -2.6607
H -3.9337 -1.3517 -3.8304
H -6.1672 -1.3194 -2.7715
H -2.4652 3.5882 -4.7548
H -0.9330 5.2445 -4.8516
H 1.2373 5.1985 -3.7015
H 1.6172 3.5361 -1.9459
Cl -2.0161 3.8939 2.0335
C -1.4688 3.7979 0.3536
Cl -0.4413 5.1693 -0.0584
Cl -2.8933 3.7734 -0.7001
C -0.6194 2.4645 0.1492
N -0.1840 2.0513 -0.9220
```

- Lowest unoccupied orbital energy (alpha / beta): -1.1689 / -1.7454 eV
- Kohn-Sham gap (alpha / beta): 6.64 / 6.07 eV
- Relative energy (zero: lowest compared OMol25 entry of this formula, charge and spin): 4.6471 eV
- HOMO (alpha / beta): -7.81 / -7.81 eV
- 2S+1: 2

Here are the Löwdin charges for atoms 1 to 8, given in e: 0.9195 -0.0520 -0.7238 0.0223 -0.0508 0.0789 -0.2057 0.0270

The following is a quantum chemistry calculation of a molecular structure, C35H24F8NO9S2, from the Open Molecules 2025 dataset.

```
79
C35H24F8NO9S2, DFT wB97M-V/def2-TZVPD
O 0.4481 -0.8066 0.8965
S 0.6372 -2.1801 1.3344
O -0.3903 -3.1284 0.9802
N 2.1231 -2.6868 1.1585
S 2.6945 -3.1550 -0.2517
O 3.3071 -4.4557 -0.1523
O 1.7763 -2.9166 -1.3492
C 4.0323 -1.9817 -0.5129
C 3.6176 -0.5529 -0.1792
O 3.7728 0.3134 -1.3095
C 2.6205 0.2769 -2.1062
C 2.8195 1.2583 -3.2305
F 3.8524 0.9072 -4.0323
F 3.0938 2.4982 -2.7501
C 1.5760 1.4553 -4.1387
F 1.9051 2.3491 -5.1074
F 0.5800 2.0024 -3.3997
C 0.9863 0.2100 -4.8473
F 0.4963 -0.6269 -3.9180
F 1.9641 -0.4173 -5.5270
C -0.1434 0.6105 -5.8315
F -0.2012 -0.2701 -6.8465
F -1.3146 0.5716 -5.1645
H 0.6557 -2.1238 2.6818
H 4.2286 -2.0500 -1.5859
H 4.9062 -2.3269 0.0379
H 2.5693 -0.5321 0.1346
H 4.2114 -0.1386 0.6346
H 1.7262 0.5673 -1.5384
H 2.4382 -0.7236 -2.5208
H -0.0045 1.6128 -6.2362
C -9.4493 2.3111 -6.5470
C -10.2390 2.3023 -5.4018
C -9.6504 2.2025 -4.1530
C -8.2679 2.1064 -4.0425
C -7.4767 2.1111 -5.1906
C -8.0723 2.2165 -6.4422
C -5.9886 2.0006 -5.1066
O -5.3064 2.0370 -6.1082
C -5.3860 1.8472 -3.7537
C -4.0085 1.6982 -3.6442
C -3.4238 1.5572 -2.3964
C -4.2117 1.5705 -1.2512
C -5.5844 1.7239 -1.3527
C -6.1781 1.8605 -2.6022
C -7.6571 2.0089 -2.6827
O -8.3488 2.0488 -1.6869
H -9.9115 2.3907 -7.5226
H -11.3158 2.3729 -5.4863
H -10.2450 2.1971 -3.2495
H -7.4394 2.2195 -7.3193
H -3.4097 1.6673 -4.5434
H -2.3531 1.4195 -2.3171
H -3.7517 1.4496 -0.2793
H -6.2142 1.7317 -0.4736
C 3.7451 2.3056 5.6570
C 3.8544 2.4142 7.0397
C 4.0913 1.2887 7.8101
C 4.2176 0.0451 7.2008
C 4.1087 -0.0615 5.8141
C 3.8729 1.0711 5.0438
C 4.2352 -1.3816 5.1290
O 4.1883 -1.4769 3.9255
C 4.4160 -2.5886 5.9874
C 4.4556 -3.8365 5.3762
C 4.6282 -4.9724 6.1489
C 4.7657 -4.8660 7.5294
C 4.7218 -3.6249 8.1413
C 4.5413 -2.4801 7.3727
C 4.4722 -1.1545 8.0517
O 4.6079 -1.0536 9.2538
H 3.5565 3.1867 5.0574
H 3.7505 3.3808 7.5159
H 4.1795 1.3523 8.8862
H 3.7844 0.9611 3.9711
H 4.3391 -3.8953 4.3015
H 4.6514 -5.9449 5.6746
H 4.9015 -5.7571 8.1290
H 4.8197 -3.5227 9.2136
```

- Lowest unoccupied orbital energy: 0.5264 eV
- Net charge: -1
- Kohn-Sham gap: 6.52 eV
- HOMO: -5.99 eV
- 2S+1: 1

Here are the Löwdin charges for atoms 1 to 8, given in e: -0.4077 0.5006 -0.3775 -0.3799 0.4893 -0.3441 -0.3432 -0.2058